No. 1
Molecular formula: C8H17N3O3
Method: DFT, the ωB97M-V functional and the def2-TZVPD basis

```
! wB97M-V def2-TZVPD RIJCOSX def2/J DEFGRID3
* xyz 0 1
C 1.5360 2.9455 2.2205
C 1.7314 2.9775 0.6112
C 0.9250 0.6171 0.2241
C 1.6577 -0.6898 0.6761
C -0.1039 0.0843 -0.7900
C -0.9954 -1.3406 -0.4675
C -1.6314 -1.7696 -1.7603
C -2.9329 -2.6852 -1.5210
H 3.2073 1.9372 3.2359
H 1.7194 2.1557 4.0643
H 0.3130 3.1470 2.2967
H 1.9022 4.0866 2.3505
H 1.7163 2.0171 -1.1650
H 0.3487 1.2186 1.0268
H 0.4509 -0.2977 -1.6443
H -0.9068 1.0229 -0.9580
H -1.5859 -0.9194 0.2502
H -0.4659 -2.2163 -0.0414
H -0.8733 -2.3622 -2.3743
H -1.8809 -0.9754 -2.5977
H -3.7632 -1.9127 -0.9791
H -2.6382 -3.5090 -0.5912
H -3.9018 -2.6325 -3.2677
H -2.5993 -3.6404 -3.2886
H 2.3054 0.3697 2.2655
N 2.0749 1.8755 3.0951
N 1.6464 1.8013 -0.2017
N -3.4983 -3.4241 -2.5555
O 1.8440 4.1858 0.1662
O 1.9808 -1.6211 -0.0150
O 2.4177 -0.4460 1.7351
*
```

Properties
**Molar mass**: 203.242 u
**Energy relative to the best compared isomer or geometry (same formula, charge and spin)**: 515.15 kJ/mol
**E_LUMO**: 0.3 eV
**Largest force on an atom**: 0.1405 hartree/bohr
**Orbital gap**: 9.86 eV
**SMILES string**: NCCCC[C@H](NC(=O)CN)C(=O)O
**Total energy**: -704.8399 hartree

These are the natural (NBO) partial charges, in e, on atoms 1 to 5: -0.361, 0.665, -0.177, 0.777, -0.403


No. 2
Molecular formula: C4H11BrCuNO
Method: DFT, the ωB97M-V functional and the def2-TZVPD basis

```
! wB97M-V def2-TZVPD RIJCOSX def2/J DEFGRID3
* xyz 1 2
Cu -1.1675 -27.8818 7.8936
Br -0.1488 -29.2186 5.9330
C -2.4165 -33.9293 8.0716
C -1.0689 -33.3695 7.6630
C -0.3664 -34.1041 6.5094
O 0.9637 -33.7203 6.3821
C 1.6303 -34.4414 5.3660
N -1.0979 -31.9384 7.4765
H -2.9072 -33.3022 8.8181
H -2.4589 -34.9333 8.4847
H -3.0816 -33.9107 7.1985
H -0.4220 -33.5234 8.5481
H -0.8821 -33.9475 5.5562
H -0.3795 -35.1550 6.8180
H 1.6202 -35.5223 5.5462
H 2.6784 -34.1838 5.2498
H 1.1166 -34.2565 4.4162
H -0.3155 -31.6490 6.8767
H -1.9592 -31.7055 6.9656
*
```

Properties
**Molar mass**: 232.588 u
**Energy relative to the best compared isomer or geometry (same formula, charge and spin)**: 51.63 kJ/mol
**E_LUMO (alpha / beta)**: -4.8 / -8.3 eV
**Largest force on an atom**: 0.0793 hartree/bohr
**Orbital gap (alpha / beta)**: 8.05 / 4.50 eV
**Total energy**: -4503.1305 hartree

These are the natural (NBO) partial charges, in e, on atoms 1 to 5: 0.819, -0.767, -0.643, -0.136, -0.040


No. 3
Molecular formula: C45H43BrCeN9OS2
Method: DFT, the ωB97M-V functional and the def2-TZVPD basis

```
! wB97M-V def2-TZVPD RIJCOSX def2/J DEFGRID3
* xyz 1 1
Ce 0.8987 -0.0540 -0.9536
N -3.0872 -2.4033 0.5204
C -1.9879 -1.9628 -0.1590
S -0.4683 -2.1444 0.6178
N -2.2545 -1.3900 -1.3086
N -1.1968 -1.0056 -2.0455
C -1.4241 -0.3138 -3.1298
C -2.7184 0.2901 -3.5114
C -2.6932 1.6039 -3.9839
C -3.8674 2.2669 -4.2925
C -5.0850 1.6170 -4.1485
C -5.1186 0.3063 -3.6961
C -3.9466 -0.3568 -3.3678
C -0.2656 -0.2203 -4.0388
C -0.4420 -0.1564 -5.4174
C 0.6612 -0.2777 -6.2445
C 1.9117 -0.4697 -5.6764
C 2.0065 -0.4996 -4.2967
N 0.9546 -0.3716 -3.4931
H -2.9076 -3.0384 1.2806
H -3.9094 -2.5856 -0.0362
H -1.7404 2.1092 -4.0831
H -3.8330 3.2906 -4.6423
H -6.0034 2.1320 -4.3983
H -6.0673 -0.2054 -3.5981
H -3.9767 -1.3745 -3.0167
H -1.4385 -0.0450 -5.8198
H 0.5433 -0.2502 -7.3194
H 2.7962 -0.5874 -6.2852
H 2.9592 -0.6399 -3.8005
C 2.3060 2.4064 -2.8287
C 1.0028 2.9211 -3.0774
C 0.3242 3.0103 -1.8700
C 1.1868 2.5014 -0.8263
C 2.4421 2.1493 -1.4635
C 3.7535 1.9532 -0.7392
C 1.1572 3.0180 0.5973
C -1.0243 3.6286 -1.6537
C 0.5531 3.4034 -4.4244
C 3.3852 2.2827 -3.8574
H 3.8895 0.9592 -0.3056
H 3.8564 2.6828 0.0658
H 4.5798 2.1155 -1.4304
H 1.7870 2.4178 1.2553
H 0.1461 3.0319 0.9928
H 1.5373 4.0451 0.6207
H -1.7885 2.8812 -1.4416
H -1.3400 4.1866 -2.5342
H -0.9999 4.3236 -0.8127
H -0.4419 3.8426 -4.3886
H 0.5425 2.5981 -5.1641
H 1.2338 4.1754 -4.7905
H 4.0739 1.4739 -3.6155
H 3.9655 3.2080 -3.9096
H 2.9671 2.1012 -4.8471
Br -0.4409 -5.2829 5.3585
C 1.3380 -4.7442 4.9635
C 1.8259 -4.8948 3.6769
C 3.1117 -4.4752 3.3868
C 3.9217 -3.9290 4.3861
C 3.4208 -3.8243 5.6852
C 2.1259 -4.2123 5.9726
N 5.2841 -3.6552 4.1735
N 5.7427 -3.1331 3.1478
C 4.9727 -2.5290 2.1479
C 5.4027 -2.7588 0.8524
C 4.6650 -2.3539 -0.2521
C 3.4862 -1.6324 -0.1167
O 2.7370 -1.2972 -1.1382
C 3.1128 -1.2318 1.2164
N 2.0414 -0.3946 1.3319
C 1.6370 -0.0394 2.5339
C 2.3299 -0.3841 3.6962
C 3.4518 -1.1639 3.5967
C 3.8419 -1.6809 2.3442
H 1.2054 -5.3305 2.9062
H 3.5032 -4.5891 2.3834
H 4.0595 -3.4230 6.4624
H 1.7349 -4.1181 6.9760
H 6.3072 -3.3392 0.7236
H 4.9762 -2.6161 -1.2553
H 0.7411 0.5701 2.5846
H 1.9942 -0.0190 4.6563
H 4.0457 -1.3645 4.4748
N -2.0487 1.9574 3.0519
C -2.4793 1.1953 2.0277
S -1.6728 1.1558 0.5556
N -3.5901 0.4599 2.1732
C -4.5297 0.4205 3.2283
C -5.8732 0.2729 2.8863
C -6.8420 0.2126 3.8705
C -6.4842 0.3044 5.2090
C -5.1483 0.4344 5.5511
C -4.1679 0.4839 4.5707
H -1.3294 2.6201 2.8219
H -2.6978 2.2183 3.7807
H -3.8450 -0.0357 1.3306
H -6.1465 0.2122 1.8389
H -7.8803 0.0962 3.5904
H -7.2448 0.2613 5.9763
H -4.8645 0.4799 6.5941
H -3.1259 0.5160 4.8603
*
```

Properties
**Molar mass**: 1010.055 u
**Energy relative to the best compared isomer or geometry (same formula, charge and spin)**: 68.81 kJ/mol
**E_LUMO (alpha / beta)**: -4.0 / -4.0 eV
**Largest force on an atom**: 0.0318 hartree/bohr
**Orbital gap (alpha / beta)**: 5.76 / 5.76 eV
**Total energy**: -6154.0233 hartree

These are the Löwdin partial charges, in e, on atoms 1 to 5: 1.062, 0.081, -0.892, 0.671, -0.021


No. 4
Molecular formula: C4H10N2
Method: DFT, the ωB97M-V functional and the def2-TZVPD basis

```
! wB97M-V def2-TZVPD RIJCOSX def2/J DEFGRID3
* xyz 1 2
C 3.9672 -3.5083 1.0769
C 4.8907 -3.4187 2.0632
N 4.8402 -2.2798 2.8873
H 3.1315 -2.7500 0.9831
H 3.8934 -4.2378 0.2315
H 5.7295 -4.0684 1.9874
H 4.1193 -1.7245 2.9763
H 5.5390 -2.0884 3.5657
C -4.4970 3.1269 -0.9295
C -4.6278 2.8722 -3.2980
N -5.1800 2.9271 -2.1532
H -4.8874 4.0714 -0.4394
H -3.3406 3.1005 -0.9617
H -4.7327 2.2179 -0.3186
H -5.3074 2.6426 -4.1705
H -3.5379 3.1175 -3.5004
*
```

Properties
**Molar mass**: 86.138 u
**Energy relative to the best compared isomer or geometry (same formula, charge and spin)**: 338.20 kJ/mol
**E_LUMO (alpha / beta)**: -4.5 / -8.3 eV
**Largest force on an atom**: 0.1658 hartree/bohr
**Orbital gap (alpha / beta)**: 6.19 / 2.39 eV
**Total energy**: -267.5199 hartree

These are the natural (NBO) partial charges, in e, on atoms 1 to 5: -0.139, 0.048, -0.488, 0.225, 0.261